1.
{
  "formula": "C3H5F2N4O3",
  "method": "wB97M-V/def2-TZVPD",
  "elements": ["O", "H", "H", "H", "O", "C", "N", "F", "N", "C", "O", "F", "H", "C", "N", "N", "H"],
  "positions_angstrom": [[2.375, 0.043, 0.347], [2.024, -1.514, -1.005], [3.746, -0.933, -0.771], [-0.753, 4.023, 1.735], [0.929, 1.668, 0.762], [-1.437, -2.127, 0.096], [-3.178, -0.468, -0.377], [-2.561, 0.672, -0.956], [-2.292, -1.447, -0.354], [2.764, -1.142, -0.288], [-0.559, -2.778, 0.484], [0.780, 0.490, -1.145], [2.887, -2.065, 0.458], [1.369, 0.807, 0.105], [-1.065, 3.219, 1.265], [-0.934, 2.298, 0.628], [-4.096, -0.744, -0.984]],
  "charge": 1,
  "lumo_energy_ev": -6.080,
  "homo_ev": -12.56,
  "de_lowest_kcal_mol": 52.5,
  "multiplicity": 1,
  "total_energy_ev": -20715.9280
}

---

2.
{
  "formula": "C3H5F2NO",
  "method": "wB97M-V/def2-TZVPD",
  "elements": ["H", "N", "C", "H", "F", "H", "H", "C", "O", "F", "C", "H"],
  "positions_angstrom": [[-1.864, 0.676, -0.950], [2.981, -0.821, -0.223], [-1.674, 0.174, -0.005], [-0.024, -0.988, -0.802], [0.852, 1.513, -1.101], [-0.061, -0.900, 0.968], [-2.356, -0.664, 0.096], [-0.222, -0.336, 0.048], [2.568, -1.869, 0.076], [0.906, 1.558, 1.080], [0.748, 0.780, 0.008], [-1.855, 0.877, 0.806]],
  "charge": 0,
  "lumo_energy_ev": [-0.549, -0.550],
  "homo_ev": [-6.87, -6.87],
  "de_lowest_kcal_mol": 119.0,
  "multiplicity": 1,
  "total_energy_ev": -12159.7268
}

---

3.
{
  "formula": "C3H5F2NS",
  "method": "wB97M-V/def2-TZVPD",
  "elements": ["C", "H", "H", "F", "S", "H", "C", "H", "F", "C", "N", "H"],
  "positions_angstrom": [[0.851, 1.231, 0.748], [0.957, 0.673, 1.684], [-1.730, -2.194, -0.967], [1.224, -1.979, 0.026], [-2.188, 0.904, 0.211], [1.912, 1.043, 0.259], [-1.205, -0.349, -0.378], [0.718, 2.218, 0.992], [0.345, 1.119, -1.437], [-0.160, 0.737, -0.196], [-0.977, -1.472, -0.878], [0.253, -1.931, -0.065]],
  "smiles": "[H]/N=C1\\S[C@]1(C)F.F",
  "charge": 0,
  "lumo_energy_ev": -0.380,
  "homo_ev": -10.23,
  "de_lowest_kcal_mol": 44.5,
  "multiplicity": 1,
  "total_energy_ev": -20950.1638
}

---

4.
{
  "formula": "C3H5F3O2S",
  "method": "wB97M-V/def2-TZVPD",
  "elements": ["H", "H", "O", "O", "S", "F", "H", "C", "F", "H", "F", "C", "C", "H"],
  "positions_angstrom": [[-1.429, 0.873, -1.274], [-0.122, -2.944, -0.945], [-0.208, 0.672, 1.796], [-0.698, -2.131, -0.833], [-0.941, -1.606, 0.664], [2.134, -0.946, 0.334], [-0.337, 1.979, -0.609], [-0.417, 0.171, 0.631], [1.242, -0.415, -1.554], [0.097, 0.139, 2.566], [2.109, 1.095, -0.308], [1.391, -0.042, -0.242], [-1.043, 1.240, -0.300], [-1.778, 1.915, 0.072]],
  "charge": 0,
  "lumo_energy_ev": 0.319,
  "homo_ev": -8.74,
  "de_lowest_kcal_mol": 34.9,
  "multiplicity": 1,
  "total_energy_ev": -26272.2744
}

---

Please write out number 3 again, unchanged.
{
  "formula": "C3H5F2NS",
  "method": "wB97M-V/def2-TZVPD",
  "elements": ["C", "H", "H", "F", "S", "H", "C", "H", "F", "C", "N", "H"],
  "positions_angstrom": [[0.851, 1.231, 0.748], [0.957, 0.673, 1.684], [-1.730, -2.194, -0.967], [1.224, -1.979, 0.026], [-2.188, 0.904, 0.211], [1.912, 1.043, 0.259], [-1.205, -0.349, -0.378], [0.718, 2.218, 0.992], [0.345, 1.119, -1.437], [-0.160, 0.737, -0.196], [-0.977, -1.472, -0.878], [0.253, -1.931, -0.065]],
  "smiles": "[H]/N=C1\\S[C@]1(C)F.F",
  "charge": 0,
  "lumo_energy_ev": -0.380,
  "homo_ev": -10.23,
  "de_lowest_kcal_mol": 44.5,
  "multiplicity": 1,
  "total_energy_ev": -20950.1638
}